1.
42
Properties=species:S:1:pos:R:3 method="wB97M-V/def2-TZVPD" lumo_energy_ev=0.6 e_above_lowest_ev=0.239 homo_energy_ev=-8.824
O -1.714 -2.540 2.789
C -1.735 -1.677 1.940
N -0.789 -0.738 1.783
H -0.858 -0.076 1.021
C 0.327 -0.582 2.685
H 0.170 -1.282 3.509
H 1.260 -0.844 2.172
C 0.413 0.860 3.203
C 0.701 1.802 2.067
C -0.333 2.363 1.328
C -0.064 3.175 0.240
C 1.245 3.445 -0.116
C 2.284 2.900 0.619
C 2.012 2.078 1.698
H 2.826 1.648 2.267
H 3.307 3.108 0.343
H 1.459 4.077 -0.964
H -0.880 3.596 -0.329
H -1.359 2.176 1.615
H 1.208 0.914 3.948
H -0.531 1.121 3.683
C -2.866 -1.565 0.907
H -3.568 -2.381 1.073
C -2.249 -1.591 -0.475
O -1.896 -0.583 -1.054
N -2.084 -2.853 -0.959
N -1.683 -3.243 -2.203
C -0.807 -2.650 -2.905
C 0.098 -1.534 -2.637
C 0.692 -1.333 -1.390
C 1.589 -0.301 -1.196
C 1.882 0.536 -2.257
C 1.312 0.363 -3.506
C 0.432 -0.683 -3.692
H -0.021 -0.836 -4.660
H 1.567 1.036 -4.310
F 2.771 1.534 -2.082
H 2.060 -0.133 -0.241
H 0.477 -2.009 -0.576
H -0.719 -3.082 -3.898
H -2.566 -3.608 -0.486
H -3.374 -0.610 1.046

---

2.
130
Properties=species:S:1:pos:R:3 method="wB97M-V/def2-TZVPD" lumo_energy_ev=-2.3 e_above_lowest_ev=20.547 homo_energy_ev=-8.549
C 1.395 0.603 3.808
C 2.712 0.853 3.881
C 3.668 0.280 3.005
C 3.136 -0.526 1.982
C 1.724 -0.762 1.845
C 0.848 -0.234 2.815
N 4.076 -1.133 1.040
O 5.319 -1.270 1.246
O 3.603 -1.568 0.002
H 0.756 1.127 4.503
H 3.075 1.605 4.567
H 4.705 0.578 3.056
H 1.407 -1.536 1.162
H -0.208 -0.446 2.733
C 0.114 -2.592 0.033
C 1.226 -1.933 -0.468
C 1.151 -0.520 -0.778
C -0.026 0.174 -0.495
C -1.193 -0.552 -0.068
C -1.042 -1.889 0.206
N -0.225 1.648 -0.795
O -1.390 2.059 -1.001
O 0.834 2.293 -0.942
H 0.274 -3.653 0.154
H 1.970 -2.706 -0.593
H 2.129 -0.172 -1.076
H -2.203 -0.172 -0.017
H -1.946 -2.471 0.311
C -2.151 -0.325 6.495
C -3.345 0.221 5.985
C -3.368 0.448 4.620
C -2.320 0.186 3.788
C -1.118 -0.392 4.285
C -1.063 -0.691 5.696
N -2.444 0.328 2.339
O -1.446 0.221 1.571
O -3.619 0.426 1.910
H -2.038 -0.636 7.523
H -4.188 0.540 6.581
H -4.274 0.902 4.246
H -0.393 -0.802 3.598
H -0.313 -1.314 6.159
C -3.263 3.264 -0.884
C -4.121 4.391 -0.778
C -4.368 5.109 -1.940
C -3.689 4.798 -3.150
C -3.012 3.554 -3.253
C -2.737 2.838 -2.113
N -3.855 5.700 -4.338
O -4.377 6.728 -4.192
O -3.432 5.345 -5.466
H -3.142 2.658 0.002
H -4.561 4.786 0.126
H -4.921 6.036 -1.952
H -2.646 3.245 -4.221
H -2.218 1.891 -2.089
C 0.024 3.052 1.361
C 0.145 3.858 0.269
C -0.086 5.241 0.380
C -0.308 5.856 1.559
C -0.464 5.096 2.726
C -0.267 3.683 2.563
N -0.710 7.263 1.548
O -0.279 8.099 0.670
O -1.356 7.659 2.549
H 0.133 1.998 1.151
H 0.470 3.398 -0.653
H -0.088 5.853 -0.509
H -0.765 5.539 3.665
H -0.412 3.023 3.405
C 3.985 -3.530 -2.639
C 2.998 -2.733 -2.068
C 1.961 -2.171 -2.823
C 1.932 -2.481 -4.198
C 2.939 -3.232 -4.839
C 3.914 -3.846 -4.023
N 0.800 -2.025 -4.992
O -0.061 -1.327 -4.387
O 0.733 -2.224 -6.225
H 4.761 -3.952 -2.018
H 2.824 -2.467 -1.035
H 1.142 -1.659 -2.339
H 3.027 -3.441 -5.895
H 4.517 -4.500 -4.635
C -3.068 -4.015 -0.741
C -3.067 -2.748 -1.368
C -4.191 -1.908 -1.491
C -5.446 -2.409 -1.122
C -5.456 -3.666 -0.520
C -4.298 -4.416 -0.324
N -6.690 -1.652 -1.467
O -6.595 -0.457 -1.784
O -7.752 -2.364 -1.453
H -2.151 -4.580 -0.652
H -2.226 -2.353 -1.917
H -4.126 -1.014 -2.093
H -6.467 -3.956 -0.276
H -4.458 -5.372 0.153
C 4.537 3.658 -3.779
O 3.420 4.112 -2.948
C 2.522 3.007 -2.618
C 3.183 1.940 -1.640
O 3.942 0.850 -2.266
C 5.074 0.441 -1.622
H 4.883 2.634 -3.642
H 5.358 4.370 -3.694
H 4.248 3.600 -4.828
H 2.228 2.396 -3.471
H 1.578 3.313 -2.169
H 2.415 1.392 -1.094
H 3.722 2.434 -0.831
H 5.587 -0.413 -2.064
H 4.873 0.184 -0.582
H 5.836 1.220 -1.640
C -1.012 -3.491 2.407
O 0.078 -3.896 1.579
C 0.472 -5.312 1.664
C 1.773 -5.526 0.836
O 3.007 -5.029 1.379
C 3.233 -3.677 1.210
H -1.201 -2.451 2.140
H -0.780 -3.798 3.427
H -1.888 -4.019 2.030
H -0.293 -5.933 1.197
H 0.662 -5.720 2.657
H 1.612 -5.267 -0.211
H 1.933 -6.602 0.766
H 3.266 -3.426 0.150
H 4.224 -3.498 1.627
H 2.522 -3.157 1.852

---

3.
33
Properties=species:S:1:pos:R:3 method="wB97M-V/def2-TZVPD" lumo_energy_ev=-3.1 total_charge=+1 e_above_lowest_ev=2.383 homo_energy_ev=-11.368
C 1.064 0.200 3.166
C 2.197 -0.001 2.505
C -0.029 -0.507 2.662
C -0.068 2.350 -1.217
C -1.579 2.103 -1.361
C 0.454 1.325 -0.273
C -1.865 0.684 -1.871
C 0.265 -0.077 -0.784
C 0.936 -1.275 0.709
C -1.361 -1.824 -1.200
N -0.045 -1.263 1.613
N -1.179 -0.370 -0.965
N 1.188 -2.437 -0.049
N 2.143 -0.570 1.216
H 0.917 0.724 4.147
H 3.098 0.348 2.957
H -1.035 -0.407 3.006
H 0.325 2.259 -2.265
H 0.216 3.457 -0.766
H -2.096 2.250 -0.434
H -1.947 2.834 -2.160
H 1.541 1.468 -0.100
H 0.023 1.141 0.721
H -2.955 0.445 -1.852
H -1.503 0.500 -2.863
H 0.883 -0.372 -1.595
H -1.272 -1.914 -2.220
H -0.660 -2.466 -0.529
H -2.368 -2.076 -0.919
H 2.042 -2.405 -0.605
H 1.218 -3.194 0.679
H -1.527 -0.233 0.084
H 2.979 -0.696 0.565

---

4.
201
Properties=species:S:1:pos:R:3 method="wB97M-V/def2-TZVPD" lumo_energy_ev="1.8 / 1.8" total_charge=-1 homo_energy_ev="0.410 / -8.065" multiplicity=2
C 19.794 25.511 20.926
C 20.128 24.034 20.889
C 20.661 23.725 19.557
S 19.918 24.857 18.320
O 18.797 24.224 17.689
O 20.956 25.585 17.528
C 19.184 25.985 19.611
H 20.704 26.037 21.214
H 19.055 25.692 21.706
H 19.187 23.494 20.999
H 20.703 23.609 21.712
H 20.765 22.710 19.173
H 21.700 24.055 19.590
H 18.104 25.850 19.557
H 19.360 27.042 19.414
C 25.871 18.717 20.068
C 24.694 17.859 20.433
C 23.357 18.400 19.847
S 23.706 20.119 19.220
O 22.827 21.147 19.797
O 23.752 19.993 17.753
C 25.451 20.239 19.901
H 26.344 18.414 19.134
H 26.789 18.614 20.647
H 24.611 17.892 21.519
H 24.879 16.840 20.093
H 22.659 18.494 20.679
H 22.984 17.816 19.005
H 25.484 20.800 20.836
H 26.047 20.845 19.219
C 19.909 19.735 24.765
C 20.106 20.255 23.288
C 21.545 20.839 23.255
S 22.597 19.811 24.341
O 23.112 20.687 25.430
O 23.505 19.053 23.498
C 21.125 18.790 24.955
H 18.937 19.267 24.922
H 19.924 20.590 25.440
H 19.385 21.058 23.139
H 20.007 19.455 22.554
H 21.686 21.829 23.688
H 22.048 20.681 22.301
H 21.316 18.284 25.901
H 20.985 18.034 24.181
C 17.193 18.432 27.260
C 18.256 17.675 28.051
O 18.626 18.276 29.267
P 19.847 19.319 29.412
O 21.161 18.741 28.984
O 19.321 20.587 28.508
C 18.305 21.494 28.893
C 18.947 22.861 28.805
O 19.757 19.856 30.919
C 20.694 20.782 31.468
C 21.890 20.075 32.087
H 17.765 19.228 26.783
H 16.647 17.822 26.541
H 16.550 18.949 27.973
H 17.923 16.649 28.205
H 19.085 17.509 27.364
H 17.525 21.543 28.133
H 17.839 21.323 29.863
H 18.145 23.580 28.978
H 19.710 23.115 29.540
H 19.385 23.055 27.826
H 20.981 21.530 30.730
H 20.185 21.287 32.290
H 22.434 19.781 31.190
H 22.586 20.625 32.721
H 21.579 19.107 32.480
C 23.335 24.131 23.245
C 24.089 24.854 22.097
O 24.663 23.804 21.403
P 25.339 24.141 19.944
O 25.501 25.621 19.642
O 24.371 23.435 18.845
C 24.860 23.473 17.568
C 24.347 24.665 16.813
O 26.677 23.245 19.903
C 27.752 23.809 20.669
C 28.728 24.663 19.835
H 22.514 23.633 22.728
H 23.977 23.400 23.736
H 22.943 24.866 23.948
H 23.334 25.375 21.507
H 24.829 25.521 22.540
H 25.917 23.295 17.374
H 24.395 22.653 17.020
H 24.571 24.644 15.747
H 23.276 24.792 16.966
H 24.774 25.576 17.233
H 27.404 24.322 21.566
H 28.258 22.939 21.086
H 29.651 24.849 20.382
H 29.103 24.209 18.918
H 28.311 25.593 19.447
C 21.540 14.045 26.272
C 22.716 15.070 26.469
O 23.700 14.623 27.413
P 25.011 13.726 26.920
O 25.851 14.370 25.845
O 24.343 12.279 26.435
C 25.189 11.372 25.601
C 26.050 10.443 26.501
O 25.815 13.469 28.274
C 25.189 12.757 29.317
C 25.711 13.427 30.519
H 20.916 14.072 27.166
H 20.835 14.439 25.541
H 21.918 13.022 26.247
H 23.214 15.357 25.543
H 22.282 16.024 26.767
H 24.451 10.941 24.924
H 25.947 11.909 25.030
H 26.853 10.895 27.083
H 25.454 9.899 27.234
H 26.477 9.613 25.939
H 24.101 12.692 29.317
H 25.452 11.710 29.165
H 25.576 12.777 31.383
H 26.785 13.616 30.518
H 25.208 14.373 30.720
C 14.991 18.977 23.711
C 15.138 18.450 22.230
O 15.795 19.470 21.408
P 17.166 18.988 20.578
O 17.941 17.863 21.164
O 16.657 18.805 19.004
C 15.493 18.057 18.700
C 15.253 16.730 19.286
O 17.863 20.417 20.322
C 19.082 20.483 19.670
C 19.090 20.653 18.187
H 14.747 20.035 23.807
H 14.175 18.452 24.208
H 15.909 18.847 24.284
H 15.692 17.511 22.205
H 14.141 18.304 21.815
H 14.578 18.649 18.725
H 15.643 17.804 17.650
H 14.530 16.265 18.615
H 16.198 16.191 19.353
H 14.800 16.844 20.270
H 19.504 21.355 20.170
H 19.651 19.562 19.800
H 20.076 20.651 17.723
H 18.499 19.886 17.685
H 18.596 21.584 17.909
C 16.552 12.044 20.025
C 18.027 11.938 20.523
O 18.502 13.023 21.311
P 18.398 12.995 22.944
O 16.938 13.034 23.400
O 19.309 11.681 23.386
C 19.442 11.315 24.752
C 18.694 9.985 24.984
O 19.305 14.273 23.381
C 18.741 15.585 23.335
C 18.005 15.803 24.623
H 15.952 11.146 19.882
H 16.113 12.775 20.704
H 16.474 12.691 19.151
H 18.386 11.020 20.989
H 18.717 12.021 19.684
H 20.496 11.163 24.986
H 18.978 12.048 25.412
H 17.632 10.149 24.798
H 18.928 9.288 24.179
H 18.982 9.468 25.899
H 19.511 16.351 23.242
H 18.008 15.681 22.534
H 17.576 16.804 24.573
H 17.141 15.147 24.734
H 18.667 15.917 25.481
C 17.318 24.812 25.399
C 16.869 26.164 24.710
O 16.903 26.085 23.322
P 15.817 25.193 22.504
O 14.443 25.231 23.065
O 16.642 23.778 22.388
C 15.988 22.520 22.287
C 15.458 22.398 20.889
O 16.002 25.836 20.998
C 15.516 27.098 20.566
C 16.259 28.203 21.346
H 17.234 24.879 26.484
H 16.795 23.903 25.103
H 18.312 24.559 25.030
H 15.828 26.431 24.895
H 17.522 26.983 25.012
H 16.603 21.657 22.541
H 15.163 22.571 22.999
H 14.869 23.260 20.576
H 16.164 22.334 20.061
H 14.824 21.512 20.858
H 15.726 27.166 19.498
H 14.433 27.143 20.683
H 15.880 29.155 20.973
H 16.258 28.066 22.428
H 17.298 28.141 21.023